{
  "formula": "C22H34AlClF5N3O4",
  "method": "wB97M-V/def2-TZVPD",
  "elements": ["Cl", "Al", "F", "F", "F", "F", "F", "O", "O", "O", "O", "N", "N", "N", "C", "C", "C", "C", "C", "C", "C", "C", "C", "C", "C", "C", "C", "C", "C", "C", "C", "C", "C", "C", "C", "C", "H", "H", "H", "H", "H", "H", "H", "H", "H", "H", "H", "H", "H", "H", "H", "H", "H", "H", "H", "H", "H", "H", "H", "H", "H", "H", "H", "H", "H", "H", "H", "H", "H", "H"],
  "positions_angstrom": [[-3.964968, -1.864297, 1.820353], [-2.011013, -1.666506, 1.033959], [1.450096, 3.944703, 0.418570], [-0.115658, 5.247455, 1.238535], [-0.598445, 3.963698, -0.483296], [-1.663828, 2.887388, 1.778170], [0.291832, 2.916019, 2.780257], [1.877650, -1.079333, 0.732806], [-0.514783, -2.549224, 0.490697], [-1.061762, -0.627232, 2.207024], [1.507990, 1.172009, -1.112731], [0.464794, -4.407312, -0.288895], [-1.033202, -0.221379, 4.436783], [3.371254, 0.561681, 0.191398], [-2.605114, 0.470122, -0.718910], [0.929624, 2.814712, -2.798873], [1.049623, 3.723228, -3.787439], [0.021795, -1.177895, 4.778740], [-1.746521, 0.399619, 5.536923], [0.320572, 1.570832, -3.047579], [1.532146, -5.152774, -0.970303], [4.023687, 1.224963, -0.906181], [-2.317760, -0.844616, -0.562915], [-0.671705, 2.434412, -5.015814], [-1.470162, 0.024953, 3.215309], [0.115168, 4.030233, 0.672187], [2.503267, -0.478420, -0.105790], [0.308122, -3.099527, -0.306120], [0.818172, 0.695764, -2.064259], [3.468546, 1.065392, 1.534798], [-0.320615, 2.882273, 1.570159], [-3.946534, 0.616738, -1.255427], [0.214196, 3.549685, -4.904063], [-0.513918, -5.189629, 0.448060], [-2.069472, -1.650102, -1.796594], [-0.650193, 1.411745, -4.052415], [-1.330918, 0.561094, -4.057650], [-2.568885, -2.637402, -1.793138], [0.008306, -5.660085, 1.290394], [-0.382285, -2.167892, 5.009068], [5.085745, 1.300577, -0.656504], [-1.337152, 2.370921, -5.876010], [2.211703, -4.491079, -1.531141], [1.519903, 2.972829, -1.895151], [3.007662, 2.061093, 1.680573], [0.889280, -2.531980, -1.015167], [2.103199, -5.734653, -0.224670], [1.778282, 4.544808, -3.589943], [0.480358, -0.369683, -1.976944], [-0.914373, -5.951008, -0.233353], [2.428478, -0.708089, -1.178065], [-1.012862, -1.834882, -2.092391], [-4.400754, -0.375934, -1.220991], [-1.067657, 0.416197, 6.384645], [-2.037761, 1.408192, 5.238686], [4.533228, 1.191198, 1.768894], [3.027942, 0.366577, 2.254612], [0.219776, 4.330145, -5.689462], [-2.065612, 1.314867, -0.396496], [-4.605800, 1.309861, -0.769804], [3.878207, 0.572208, -1.765119], [-2.189755, 0.843891, 3.094187], [-2.428813, -1.083592, -2.690584], [-3.860642, 0.841173, -2.323871], [0.458882, -0.826428, 5.714017], [-1.293343, -4.501942, 0.789413], [0.802484, -1.257933, 4.017554], [3.610413, 2.220385, -1.113596], [1.090644, -5.899971, -1.656559], [-2.630744, -0.192819, 5.797461]],
  "forces_ev_per_a": [[-0.10, -0.80, 0.63], [1.96, 1.56, 0.70], [-0.56, 0.48, -0.28], [0.32, 1.02, -0.67], [0.64, 0.56, 0.16], [-1.82, 0.99, 0.74], [0.44, 0.99, 1.75], [-0.49, -0.98, 0.46], [0.93, -1.25, -0.61], [-0.53, -0.37, 0.79], [-3.29, -1.92, -3.25], [0.05, -0.11, -0.50], [-0.15, 0.05, -0.78], [-0.24, -1.98, -0.14], [-0.83, -0.25, 0.40], [1.21, -0.32, -0.33], [-0.52, 1.31, -0.85], [-0.03, -0.09, 0.16], [-0.06, 0.09, 0.14], [-0.87, 1.84, -0.12], [-0.18, -0.24, -0.16], [0.24, -0.05, 0.62], [3.18, -0.11, -0.89], [0.52, 0.67, 0.36], [0.73, -0.39, -0.23], [-1.29, -1.80, 2.32], [1.47, 1.71, 0.89], [-0.94, 0.16, 1.47], [0.51, -0.15, 4.90], [0.40, 0.57, 0.38], [2.11, -2.47, -3.83], [-0.75, -0.34, -3.01], [-0.29, 0.02, -0.64], [0.38, -0.29, 0.11], [-2.14, -0.32, -1.75], [1.16, 0.66, -0.14], [0.37, 0.05, -0.27], [0.19, 0.04, -0.22], [-0.43, -0.05, -0.03], [-0.13, 0.02, -0.27], [0.08, 0.12, -0.31], [0.08, 0.10, 0.28], [-0.39, -0.16, 0.35], [-0.46, -0.26, -0.43], [-0.15, -0.47, -0.30], [0.29, 0.30, 0.11], [-0.15, 0.47, -0.22], [-1.06, -0.37, -0.74], [0.41, 0.43, -0.40], [0.00, 0.11, 0.31], [0.67, -0.46, 0.14], [-0.25, 0.18, 0.83], [-0.44, 0.32, 0.02], [-0.16, 0.31, 0.12], [0.00, -0.07, 0.25], [-0.03, -0.08, 0.13], [0.04, 0.13, -0.39], [-0.08, -0.72, 0.38], [0.44, 0.83, 1.64], [-0.02, 0.55, 0.32], [0.29, 0.30, -0.26], [0.13, -0.17, 0.05], [-0.09, -0.54, 0.33], [-0.65, 0.64, -0.26], [0.17, 0.07, -0.19], [0.19, -0.66, -0.01], [-0.39, 0.18, -0.07], [0.12, -0.18, 0.06], [0.12, 0.49, 0.19], [0.12, 0.14, 0.03]],
  "nbo_charge": [-0.54, 1.82, -0.35, -0.37, -0.34, -0.41, -0.41, -0.67, -0.78, -0.77, -0.56, -0.37, -0.36, -0.45, -0.13, -0.13, -0.22, -0.42, -0.41, -0.13, -0.41, -0.39, -0.67, -0.24, 0.60, 0.87, 0.58, 0.61, 0.37, -0.41, 0.09, -0.67, -0.17, -0.42, -0.64, -0.19, 0.22, 0.19, 0.21, 0.20, 0.19, 0.22, 0.23, 0.26, 0.22, 0.19, 0.22, 0.23, 0.13, 0.21, 0.09, 0.18, 0.20, 0.21, 0.24, 0.18, 0.23, 0.21, 0.23, 0.24, 0.19, 0.21, 0.20, 0.20, 0.21, 0.23, 0.25, 0.20, 0.21, 0.21],
  "charge": 0,
  "orbital_gap_ev": [4.27, 4.27]
}


{
  "formula": "C22H34AsNO5ReSi2",
  "method": "wB97M-V/def2-TZVPD",
  "elements": ["Re", "As", "Si", "Si", "O", "O", "O", "O", "O", "N", "C", "C", "C", "C", "C", "C", "C", "C", "C", "C", "C", "C", "C", "C", "C", "C", "C", "C", "C", "C", "C", "C", "H", "H", "H", "H", "H", "H", "H", "H", "H", "H", "H", "H", "H", "H", "H", "H", "H", "H", "H", "H", "H", "H", "H", "H", "H", "H", "H", "H", "H", "H", "H", "H", "H", "H"],
  "positions_angstrom": [[-0.338440, 0.733678, -0.403824], [-1.329816, -1.189234, -1.190090], [-0.212654, -2.273593, -3.060102], [-3.749029, -1.129478, -0.943628], [-0.118137, 0.750780, 1.661932], [-4.025738, 6.952755, -3.658101], [-2.010828, 1.985528, -0.311903], [-0.453681, 2.169080, -1.791076], [-2.064461, 6.230306, -4.626645], [1.708049, 0.125289, -0.613277], [-2.248246, 3.769984, -1.913663], [-4.125184, 5.307558, -1.869577], [2.392176, -0.750529, 0.165967], [2.368542, 0.758797, -1.609915], [-4.297666, -2.885604, -1.174230], [0.015296, -0.932635, -4.323332], [-3.092901, 7.219314, -4.724237], [-1.427176, -3.575085, -3.580173], [-4.008162, -0.513048, 0.789330], [-2.365963, 5.455625, -3.557802], [4.415341, -0.309547, -1.058510], [1.132068, 0.704977, 2.441503], [-3.560227, 5.904638, -2.979385], [-4.350400, 0.030026, -2.262676], [1.621789, -0.713980, 2.591364], [-1.592806, 2.651432, -1.329946], [-1.682344, 4.393612, -3.055854], [3.707920, 0.571790, -1.862762], [1.672053, -1.483269, 1.262762], [-3.444037, 4.223845, -1.340359], [1.385452, -2.971082, -2.423852], [3.744499, -0.971410, -0.045223], [-5.080164, -0.508543, 1.005544], [-0.937049, -0.485458, -4.612059], [1.237973, -3.595872, -1.541681], [1.778427, 1.440627, -2.208121], [1.830555, 1.326788, 1.884730], [-3.608478, 7.124643, -5.677751], [4.262607, -1.679019, 0.587945], [-3.976496, 1.043105, -2.107115], [0.929268, 1.184426, 3.396399], [2.110845, -2.190249, -2.192220], [0.470197, -1.357614, -5.222460], [5.470201, -0.484325, -1.223326], [-1.650136, -4.281160, -2.779235], [-3.831226, 3.717880, -0.466681], [-4.059871, -0.302181, -3.260547], [0.668824, -0.138532, -3.959105], [-3.638922, 0.504886, 0.914902], [1.822029, -3.601457, -3.203660], [-3.533493, -1.171471, 1.519208], [-3.836610, -3.555872, -0.447322], [-0.904580, 0.759858, 2.222233], [2.617391, -0.658175, 3.039076], [-4.089969, -3.261006, -2.176021], [0.660654, -1.720368, 0.934488], [-0.761319, 4.041597, -3.496317], [-5.380018, -2.932895, -1.023981], [-2.362074, -3.139099, -3.935295], [-2.668382, 8.211554, -4.583091], [-5.045904, 5.676489, -1.442418], [-5.443141, 0.067272, -2.234090], [4.180391, 1.108598, -2.672463], [-0.996169, -4.141964, -4.410199], [2.177541, -2.433237, 1.433270], [0.993109, -1.262948, 3.294146]],
  "forces_ev_per_a": [[0.09, 0.00, 0.01], [-0.03, 0.00, -0.02], [-0.03, 0.01, 0.01], [0.01, 0.00, 0.01], [0.02, -0.04, 0.03], [0.00, 0.00, 0.00], [0.00, 0.03, -0.05], [-0.01, 0.01, 0.05], [-0.01, 0.00, 0.00], [-0.05, 0.01, -0.01], [0.00, -0.01, 0.00], [-0.01, 0.00, 0.01], [-0.01, -0.02, -0.01], [0.01, -0.01, 0.00], [-0.01, 0.00, 0.01], [0.00, 0.01, -0.01], [0.00, 0.00, 0.00], [0.00, -0.01, -0.01], [-0.02, -0.02, 0.00], [0.01, 0.00, 0.00], [0.00, 0.01, -0.01], [-0.02, 0.02, -0.02], [-0.01, 0.01, 0.00], [0.00, 0.01, 0.00], [0.01, -0.01, 0.00], [-0.02, -0.04, 0.00], [0.00, 0.01, 0.01], [0.00, 0.00, 0.00], [0.00, 0.03, 0.00], [0.01, 0.00, 0.00], [0.01, 0.00, 0.02], [0.00, -0.01, 0.01], [0.00, 0.01, 0.00], [0.00, 0.00, 0.00], [0.01, 0.00, 0.00], [0.00, 0.00, 0.01], [0.00, 0.00, 0.00], [0.00, 0.00, 0.00], [0.00, 0.00, 0.00], [0.00, 0.00, 0.00], [0.00, -0.01, 0.00], [0.00, 0.00, 0.01], [0.00, 0.00, 0.00], [0.00, 0.00, 0.00], [0.00, 0.00, 0.00], [0.00, 0.00, 0.00], [0.00, 0.00, 0.00], [0.00, 0.00, 0.00], [0.01, 0.00, -0.01], [0.00, 0.00, 0.00], [0.00, 0.00, 0.00], [0.00, 0.00, 0.00], [-0.01, 0.02, -0.01], [0.00, 0.00, 0.00], [0.00, 0.00, 0.00], [0.00, 0.00, 0.00], [0.00, 0.00, 0.00], [0.00, 0.00, 0.00], [0.00, 0.00, 0.00], [0.00, 0.00, 0.00], [0.00, 0.00, 0.00], [0.00, 0.00, 0.00], [0.00, 0.00, 0.00], [0.00, 0.00, 0.00], [0.00, 0.00, 0.00], [0.00, 0.00, 0.00]],
  "nbo_charge": [1.12, -0.13, 1.52, 1.52, -0.71, -0.43, -0.68, -0.67, -0.47, -0.52, -0.25, -0.27, 0.26, 0.05, -1.14, -1.14, 0.23, -1.14, -1.15, 0.29, -0.10, -0.06, 0.33, -1.14, -0.43, 0.78, -0.21, -0.23, -0.46, -0.09, -1.14, -0.24, 0.27, 0.26, 0.26, 0.23, 0.20, 0.19, 0.25, 0.25, 0.23, 0.24, 0.27, 0.25, 0.26, 0.24, 0.25, 0.24, 0.25, 0.27, 0.25, 0.26, 0.53, 0.25, 0.26, 0.24, 0.25, 0.27, 0.25, 0.19, 0.26, 0.27, 0.26, 0.27, 0.25, 0.24],
  "charge": 2,
  "orbital_gap_ev": [6.37, 6.24],
  "multiplicity": 2
}


{
  "formula": "C22H34Br2NO18",
  "method": "wB97M-V/def2-TZVPD",
  "elements": ["Br", "Br", "O", "O", "O", "O", "O", "O", "O", "O", "O", "O", "O", "O", "O", "O", "O", "O", "O", "O", "N", "C", "C", "C", "C", "C", "C", "C", "C", "C", "C", "C", "C", "C", "C", "C", "C", "C", "C", "C", "C", "C", "C", "H", "H", "H", "H", "H", "H", "H", "H", "H", "H", "H", "H", "H", "H", "H", "H", "H", "H", "H", "H", "H", "H", "H", "H", "H", "H", "H", "H", "H", "H", "H", "H", "H", "H"],
  "positions_angstrom": [[-0.308597, 5.423751, -2.878412], [-3.541980, 5.188256, -3.751187], [4.510159, 0.489865, -2.955657], [-5.572903, 3.327901, -1.393483], [-1.628910, -3.268428, -1.544397], [-1.610205, 0.445962, 3.770451], [6.707928, 1.014047, -2.706475], [4.010898, -4.125561, 0.326676], [0.440593, 0.383756, 2.875914], [-5.525419, 1.762651, 0.157311], [-3.766608, 2.115524, -1.111999], [-0.746000, 0.639320, -2.725904], [5.113245, 1.972385, -1.404016], [0.501805, 0.774483, -0.881107], [-0.918720, -3.486659, 0.577770], [0.426693, -1.126759, -2.011445], [-0.762677, 2.227469, 2.696320], [3.571508, -6.354752, 0.375792], [-2.838924, -4.423314, -0.033718], [2.052695, -4.841122, 1.169473], [0.042198, 0.096145, -1.871352], [-1.131886, 3.680173, -3.035004], [-2.778905, -4.585908, 1.371218], [-5.022804, 2.509987, -0.820487], [-3.479163, 0.873290, -0.432881], [3.347144, -2.927495, 0.741350], [3.265845, 0.850637, -2.313000], [1.315907, 1.265624, 2.127870], [0.419761, 2.491047, 1.878359], [-1.281009, -4.365220, 1.707140], [-0.738996, 0.967507, 3.168123], [-5.171513, -0.437704, 0.925636], [1.972929, -3.441686, 1.265182], [5.561821, 1.105757, -2.359976], [-2.316022, 3.673227, -3.979476], [3.239027, -1.944341, -0.400445], [-4.492081, 0.878587, 0.710463], [3.035448, 3.170037, -1.324606], [3.697982, 1.830265, -1.163926], [-0.962079, -3.542360, 2.936795], [3.238902, -5.216172, 0.608929], [-1.784829, -3.655096, -0.450987], [1.013992, 3.783143, 2.378021], [-3.181602, -5.543545, 1.678512], [-4.106311, 1.353531, 1.608601], [4.222215, -1.715282, -0.812011], [1.157675, -2.997173, 0.691567], [0.077200, 2.600494, 0.851267], [1.692064, 0.743596, 1.254485], [-3.318067, -3.810626, 1.934959], [2.662016, 1.355876, -3.060201], [-4.411556, -1.178165, 1.178435], [0.052383, -3.152423, 2.963535], [-5.555776, -0.746336, -0.048778], [-1.935940, 3.842948, -4.978927], [-3.473872, 0.056194, -1.154127], [2.166162, 1.447265, 2.791861], [-0.423864, 3.051562, -3.574266], [-0.785593, -5.342990, 1.666202], [2.534713, -2.360458, -1.118522], [-1.024152, -4.190866, 3.824594], [3.890956, -2.504780, 1.594289], [-1.253365, 3.192904, -2.080784], [1.830149, -3.111555, 2.293362], [2.808932, -0.008060, -1.847978], [-5.929348, -0.448200, 1.699559], [3.483856, 1.351632, -0.209490], [1.428095, 3.697484, 3.388997], [-1.622269, -2.694297, 3.070949], [3.084527, 3.548265, -2.342865], [-2.851573, 2.732768, -3.944394], [2.852662, -0.991662, -0.028455], [0.253649, 4.553929, 2.554722], [1.717626, 4.221346, 1.670633], [3.377752, 3.870824, -0.564244], [1.957926, 3.011726, -1.167633], [-2.483485, 0.965887, -0.002721]],
  "forces_ev_per_a": [[0.22, -0.06, 0.21], [-0.22, -0.45, 0.10], [0.39, -0.14, 0.61], [-2.74, 3.97, -2.36], [-0.17, 0.42, -0.90], [-0.87, -0.49, 0.54], [-0.95, -0.16, 0.49], [-0.58, -0.79, 0.26], [0.15, -0.37, -0.28], [-0.09, -0.43, 1.23], [0.71, -0.60, 0.02], [1.46, -0.99, 1.89], [0.40, -0.67, 0.38], [-0.70, -0.50, -1.07], [-0.22, -0.88, 0.24], [-0.92, 2.93, 0.28], [0.22, -0.25, -0.33], [-0.67, 1.65, 0.50], [-0.34, 0.14, 0.12], [0.39, -0.78, -0.28], [0.34, -1.19, -0.89], [0.19, -0.73, -0.93], [0.68, 0.73, 1.15], [2.47, -3.33, 1.47], [0.85, 1.06, 0.55], [-0.41, 0.23, 0.64], [0.90, 0.70, 0.76], [-0.46, -0.36, 0.75], [-0.07, 0.47, 0.53], [-0.52, 0.97, -0.84], [1.26, 0.65, -0.80], [0.78, -0.67, -0.24], [0.77, 1.73, -0.28], [-0.29, 0.77, -0.58], [0.18, 0.88, 0.00], [0.08, -0.15, 0.52], [-1.26, 0.22, -1.09], [-1.07, -0.29, 0.66], [-0.10, -0.27, -2.06], [-0.01, -1.00, 0.95], [0.62, -0.72, -0.51], [0.21, -0.91, 1.04], [-0.30, 0.92, 0.57], [0.11, -0.26, -0.25], [0.11, -0.06, 0.08], [-0.02, -0.29, -0.24], [0.09, -0.54, -0.18], [0.11, -0.34, -0.08], [-0.46, 0.06, -0.31], [-0.34, 0.03, -0.57], [-0.31, -0.22, 0.07], [0.05, -0.11, 0.20], [-0.11, -0.13, -0.36], [-0.35, -0.04, 0.22], [-0.05, -0.12, -0.17], [-0.40, -0.11, 0.17], [-0.11, 0.42, -0.08], [0.31, 0.06, 0.29], [0.52, 0.49, -0.21], [0.16, 0.35, -0.35], [-0.21, 0.20, -0.11], [0.25, -0.10, -0.26], [-0.37, 0.35, 0.35], [0.15, -0.38, 0.12], [-0.35, -0.28, -0.62], [-0.16, 0.19, -0.01], [0.39, 0.22, 0.21], [0.44, -0.37, -0.31], [-0.27, 0.10, -0.14], [0.53, 0.16, 0.04], [-0.19, 0.01, 0.24], [-0.32, -0.18, 0.04], [-0.23, -0.26, -0.54], [0.24, -0.22, 0.11], [0.13, 0.23, -0.26], [0.13, 0.01, 0.14], [0.22, -0.13, -0.28]],
  "lowdin_charge": [0.58, 0.57, 0.06, 0.19, 0.20, 0.15, 0.13, 0.08, 0.05, 0.08, 0.05, -0.06, 0.06, -0.10, 0.04, -0.06, 0.07, 0.13, 0.06, 0.07, -0.52, -0.71, -0.11, -0.65, -0.07, -0.29, -0.07, -0.07, -0.28, -0.26, -0.59, -0.02, -0.11, -0.54, -0.66, -0.02, -0.28, -0.03, -0.29, -0.01, -0.51, -0.56, -0.03, 0.13, 0.15, 0.10, 0.12, 0.13, 0.09, 0.12, 0.14, 0.08, 0.06, 0.10, 0.04, 0.14, 0.13, 0.05, 0.15, 0.10, 0.10, 0.15, 0.04, 0.11, 0.07, 0.08, 0.13, 0.09, 0.08, 0.09, 0.07, 0.07, 0.09, 0.08, 0.08, 0.07, 0.12],
  "charge": -1,
  "orbital_gap_ev": 8.61
}